No. 1
Computed, not measured: an isolated molecule of C23H34N4OS, with wB97M-V/def2-TZVPD.

The geometry in ORCA input format:
```
! wB97M-V def2-TZVPD RIJCOSX def2/J DEFGRID3
* xyz 0 1
S 4.2970 1.1262 0.9329
O -1.0320 -0.2242 1.4165
N -1.2241 -1.9011 -0.0867
N 5.1079 -1.2876 0.3470
N 6.8523 0.2095 0.6844
N -4.8295 0.0354 -0.0370
C 3.1045 -0.1274 0.7095
C -3.1641 -1.1166 -1.4073
C 7.7756 2.0221 -0.6635
C -2.6640 -1.8425 -0.1571
C 1.7346 -0.0361 0.8021
C -6.0584 -0.1655 0.7171
C 1.6007 -2.3887 0.2715
C -6.9598 2.0456 0.0095
C -4.6428 -0.7326 -1.2499
C 2.9743 -2.4830 0.1922
C 7.3252 1.5721 0.7281
C -7.2558 0.5504 0.0745
C 8.8444 1.0671 -1.1915
C -3.9359 2.0118 1.1244
C 8.3165 -0.3662 -1.1836
C -4.4899 1.4457 -0.1839
C 0.9711 -1.1756 0.5651
C 7.8435 -0.7405 0.2216
C 3.7495 -1.3469 0.4015
C -0.5091 -1.0402 0.6804
C -5.6570 2.2799 -0.7495
C -6.3621 -1.6385 0.9849
C 5.5549 -0.1062 0.6002
H -7.4181 0.1576 -0.9326
H 9.1346 1.3538 -2.2036
H -5.8101 2.0019 -1.7963
H 1.0094 -3.2830 0.1370
H 7.4745 -0.4527 -1.8731
H 8.1630 3.0401 -0.6111
H 6.5348 2.2201 1.1099
H -2.9995 -1.2790 0.7165
H -6.7968 -2.1291 0.1166
H -5.3888 3.3374 -0.7247
H 9.7319 1.1307 -0.5571
H -3.5334 3.0068 0.9498
H 8.6866 -0.7156 0.9201
H -3.0425 -1.7405 -2.2959
H -3.6719 1.4959 -0.9103
H 8.1731 1.6114 1.4211
H 7.3913 -1.7317 0.2328
H -3.0678 -2.8588 -0.1158
H -7.0792 -1.7127 1.7991
H 3.4622 -3.4204 -0.0224
H -4.6963 2.0841 1.8959
H -5.4545 -2.1610 1.2742
H -5.2263 -1.6497 -1.1877
H -7.7772 2.5765 -0.4854
H 9.0934 -1.0609 -1.5045
H 6.9142 2.0183 -1.3346
H -6.8750 2.4404 1.0241
H 1.2413 0.8900 1.0525
H -5.8752 0.3013 1.6922
H -2.5615 -0.2167 -1.5404
H -0.7454 -2.4453 -0.7860
H -8.1582 0.3660 0.6605
H -3.1339 1.3702 1.4806
H -4.9662 -0.1919 -2.1545
*
```

Gap between HOMO and LUMO ... 8.54 eV
ΔE to the lowest compared entry with this formula, charge and spin ... 4.3 kcal per mole
SMILES string ... C[C@@H]1CCC[C@@H](C)N1CCCNC(=O)c1ccc2nc(N3CCCCC3)sc2c1
Lowest unoccupied orbital energy ... 0.75 eV
HOMO level ... -7.8 eV


No. 2
Computed, not measured: a structure of composition C23H34NO3S2SbSeTi, with wB97M-V/def2-TZVPD.

The geometry in ORCA input format:
```
! wB97M-V def2-TZVPD RIJCOSX def2/J DEFGRID3
* xyz -2 1
Sb 2.7334 0.7173 0.2242
Se -2.7328 -3.0648 -0.0851
Ti -0.5993 -1.5777 -0.0514
S 0.0967 -1.1259 2.1930
S -1.6693 0.6405 0.0677
O 0.2936 -3.2878 -0.5988
O 2.3428 -2.2014 -0.4697
O 0.5086 -1.2983 -1.5944
N 1.0733 -2.1682 -0.6239
C -2.6290 -1.7695 -3.8695
C -5.3742 -1.9764 0.3043
C 4.4939 -0.5616 -2.0690
C -3.8127 -1.3622 2.0113
C -6.3714 -1.2585 0.9530
C -0.5502 0.0917 -4.0465
C 3.7407 -0.0561 1.9893
C 2.5639 3.2426 2.0189
C -1.2756 1.1886 1.6844
C 3.3446 2.7574 0.7993
C -4.0780 -2.0405 0.8185
C -1.6990 0.3779 -3.3199
C -0.5510 0.4691 2.5602
C 0.6381 1.0114 -3.9948
C -1.5085 -2.0445 -4.6402
C -0.4749 -1.1236 -4.7199
C -0.2432 1.0005 3.9416
C -2.7226 -0.5527 -3.2105
C 4.2824 -1.4733 1.8528
C -4.8075 -0.6430 2.6557
C -6.0950 -0.5846 2.1343
C 4.4962 0.5799 -1.0580
C -1.8135 2.5468 2.0765
H 4.4231 2.7611 0.9932
H 4.5437 0.6568 2.2106
H -1.4129 -3.0041 -5.1348
H 0.3622 1.9872 -3.5940
H 0.2912 1.9560 3.8962
H -7.3683 -1.2206 0.5254
H -3.5688 -0.3505 -2.5639
H 3.6178 -0.5085 -2.7189
H -2.4328 2.4882 2.9788
H 3.0108 -0.0071 2.8008
H -6.8677 -0.0128 2.6360
H 3.4807 -2.1730 1.6225
H -1.1574 1.1693 4.5226
H 4.4258 -1.5300 -1.5754
H 1.4864 3.1783 1.8403
H -1.7552 1.3001 -2.7541
H 4.7892 -1.7941 2.7710
H 2.7759 2.6195 2.8919
H -2.8119 -1.3898 2.4234
H 5.3899 -0.5408 -2.7019
H 3.1642 3.4153 -0.0567
H -2.4239 2.9557 1.2729
H 5.3655 0.5195 -0.3937
H 1.0930 1.1505 -4.9790
H 5.0021 -1.5459 1.0321
H 2.7938 4.2795 2.2918
H -1.0046 3.2561 2.2860
H -4.5661 -0.1108 3.5695
H 4.5583 1.5488 -1.5655
H 1.3854 0.5819 -3.3230
H 0.3775 0.2933 4.4904
H 0.4295 -1.3738 -5.2648
H -5.5953 -2.4917 -0.6235
H -3.4016 -2.5164 -3.7394
*
```

Gap between HOMO and LUMO ... 5.99 eV
ΔE to the lowest compared entry with this formula, charge and spin ... 0.0 kcal per mole
Lowest unoccupied orbital energy ... 4.78 eV
HOMO level ... -1.2 eV


Look up the gap between HOMO and LUMO of the second one.
5.99 eV


lowest unoccupied orbital energy of number 1 (C23H34N4OS)?
0.75 eV


Which of these has the lowest ΔE to the lowest compared entry with this formula, charge and spin?
C23H34NO3S2SbSeTi


lowest unoccupied orbital energy of number 2 (C23H34NO3S2SbSeTi)?
4.78 eV